Molecular formula: C4H9ISi
Method: DFT, ωB97M-V/def2-TZVPD

Element x y z (Å)
C1 -0.8548 -1.0692 0.3262
C2 0.7341 -0.9767 -0.0922
C3 -0.8283 1.3287 -0.2894
C4 -1.4973 0.0552 -0.5173
Si1 1.0600 0.8143 0.1786
I1 -3.5740 0.0002 -0.1186
H1 -1.3860 -1.9909 0.0294
H2 -0.8515 -0.7391 1.4005
H3 1.4111 -1.6116 0.6341
H4 1.0312 -1.4405 -1.0206
H5 -0.7776 2.0963 -1.1132
H6 -1.3530 1.9199 0.5513
H7 -1.3349 -0.2210 -1.5337
H8 1.1972 0.8942 1.6656
H9 2.1209 1.5941 -0.5758

Force components x, y, z for each atom (eV/Å):
C 1.97 1.10 -0.79
C 0.35 -2.50 2.02
C 1.31 3.73 1.58
C 0.28 -1.45 0.21
Si -1.50 0.95 0.09
I -0.59 0.20 -0.13
H 0.67 0.11 0.88
H -0.57 -0.92 -0.80
H -1.46 1.22 -0.93
H -0.55 0.14 -0.71
H -0.42 -1.12 0.39
H 1.08 -0.92 -0.94
H -0.40 -0.39 -0.93
H 0.26 0.35 -0.30
H -0.44 -0.48 0.36

Output
- lowest unoccupied orbital energy (eV) = 0.552
- maximum force (eV/A) = 4.26
- SMILES = I[C@@H]1CC[SiH2]C1
- 2S+1 = 1
- HOMO level (Ha) = -0.341
- energy (eV) = -20271.2885

Here are the natural (NBO) charges for atoms 1 to 2, given in e: -0.418, -0.901

Molecular formula: C6H7NO3S
Method: DFT, ωB97M-V/def2-TZVPD

Element x y z (Å)
C1 0.5925 -1.9603 -0.0886
C2 -0.6299 -2.5563 -0.0502
C3 0.3560 -0.5615 0.0620
C4 -1.0120 -0.4389 0.1696
C5 1.3658 0.5041 0.0531
C6 1.0710 1.7437 0.8441
N1 2.4704 0.4459 -0.5564
O1 -3.4426 0.4486 0.4416
O2 -2.0222 1.3656 -1.3869
O3 -1.5974 -1.6427 0.0959
S1 -2.1413 1.0132 0.2444
H1 1.5408 -2.4473 -0.1863
H2 -0.9289 -3.5826 -0.1231
H3 -1.2923 1.9486 -1.6072
H4 0.1200 2.1900 0.5636
H5 1.8780 2.4544 0.6844
H6 1.0240 1.4921 1.9034
H7 2.6481 -0.4166 -1.0635

Force components x, y, z for each atom (eV/Å):
C -0.58 -0.17 0.03
C 0.97 -0.04 -0.15
C -0.72 -0.07 0.05
C 0.34 0.66 0.05
C -0.07 0.20 0.04
C 0.25 0.02 0.01
N 0.63 0.19 -0.12
O -0.97 -0.31 -0.06
O -0.74 -0.54 0.38
O -0.64 0.15 0.05
S 1.71 -0.13 -0.67
H 0.21 -0.13 -0.01
H -0.16 -0.12 0.04
H 0.31 0.30 0.24
H -0.03 0.11 0.06
H -0.06 0.04 0.00
H -0.12 0.03 0.07
H -0.33 -0.19 0.01

Output
- lowest unoccupied orbital energy (eV) = 0.204
- maximum force (eV/A) = 1.84
- 2S+1 = 1
- HOMO level (Ha) = -0.347
- energy (eV) = -24801.1323

Here are the natural (NBO) charges for atoms 1 to 2, given in e: -0.300, 0.120

Molecular formula: C4H6FN2
Method: DFT, ωB97M-V/def2-TZVPD

Element x y z (Å)
C1 0.3190 -0.5867 -1.1304
C2 1.5319 -0.9176 -1.4368
C3 1.4931 -0.0591 0.6105
C4 -0.9233 0.5436 0.6729
N1 0.2682 -0.0657 0.1152
N2 2.2821 -0.5844 -0.3430
F1 3.6160 -0.6054 -0.0285
H1 -0.5298 -0.8719 -1.5817
H2 1.7673 -1.4979 -2.3011
H3 1.7438 0.2659 1.5630
H4 -1.0627 1.5325 0.1009
H5 -1.7812 -0.1100 0.4661
H6 -0.6366 0.7954 1.6424

Force components x, y, z for each atom (eV/Å):
C -0.95 0.80 1.71
C 3.16 -1.35 -1.36
C -0.68 -0.59 -1.79
C -0.23 1.55 -2.57
N 0.44 0.14 0.10
N 0.68 0.93 2.33
F -1.08 -0.49 -1.26
H -2.82 -0.53 -1.90
H 0.95 -0.01 -0.18
H 0.82 0.59 1.37
H -0.03 -1.46 0.88
H 0.28 0.27 0.73
H -0.55 0.15 1.94

Output
- net charge = +1
- lowest unoccupied orbital energy (eV) = -3.830
- maximum force (eV/A) = 3.70
- SMILES = Cn1cc[n+](F)c1
- 2S+1 = 1
- HOMO level (Ha) = -0.567
- energy (eV) = -9933.0320

Here are the natural (NBO) charges for atoms 1 to 2, given in e: -0.036, -0.057

Molecular formula: C32H47AuN2PSSi4Te
Method: DFT, ωB97M-V/def2-TZVPD

Element x y z (Å)
Au1 0.3692 0.7008 -2.5676
S1 2.9415 0.9707 -2.6108
C1 2.3713 2.6010 -2.5399
C2 3.1368 3.7559 -2.4122
C3 2.4851 4.9845 -2.3873
C4 1.0882 5.0512 -2.4917
C5 0.3920 3.8804 -2.6087
N1 1.0366 2.6862 -2.6307
H1 4.2188 3.6758 -2.3434
H2 3.0660 5.9040 -2.2951
H3 0.5611 6.0019 -2.4779
H4 -0.6978 3.8531 -2.6860
N2 -2.4723 0.7583 -2.7741
C6 -2.9043 -0.6366 -2.7300
C7 -4.2623 -0.9254 -2.8363
C8 -4.7066 -2.2313 -2.9055
C9 -3.8056 -3.2892 -2.8845
C10 -2.4538 -3.0390 -2.7751
C11 -1.9762 -1.7257 -2.6629
P1 -0.1761 -1.4998 -2.5656
C12 0.4204 -2.2421 -4.1044
C13 0.2091 -1.5277 -5.2965
C14 0.6113 -2.0675 -6.5131
C15 1.2279 -3.3148 -6.5475
C16 1.4407 -4.0268 -5.3680
C17 1.0421 -3.4933 -4.1422
C18 0.5395 -2.5166 -1.2618
C19 -0.2059 -3.3678 -0.4476
C20 0.4487 -4.2254 0.4350
C21 1.8371 -4.2379 0.4994
C22 2.5808 -3.3706 -0.2949
C23 1.9374 -2.5033 -1.1680
H5 -2.5550 1.1929 -1.8488
H6 -3.0512 1.2847 -3.4212
H7 -4.9760 -0.1021 -2.8856
H8 -5.7707 -2.4278 -2.9952
H9 -4.1619 -4.3159 -2.9663
H10 -1.7535 -3.8664 -2.7934
H11 -0.2729 -0.5492 -5.2727
H12 0.4473 -1.5097 -7.4387
H13 1.5484 -3.7340 -7.4998
H14 1.9246 -5.0037 -5.3983
H15 1.2140 -4.0517 -3.2310
H16 -1.2872 -3.3675 -0.4913
H17 -0.1347 -4.8897 1.0695
H18 2.3439 -4.9195 1.1812
H19 3.6681 -3.3624 -0.2290
H20 2.5221 -1.8247 -1.7900
C24 2.3493 0.1351 4.7558
Si1 2.1821 0.5563 2.9360
C25 2.6386 -0.8928 1.8679
C26 3.2440 2.0313 2.4870
Si2 -0.0668 1.0703 2.5227
Te1 -0.5331 1.4486 0.0668
Si3 -1.6270 -0.4652 3.3659
C27 -1.0073 -2.1984 3.0006
C28 -1.7851 -0.1998 5.2185
C29 -3.2798 -0.2120 2.5256
Si4 -0.5603 3.3105 3.1414
C30 -2.4049 3.5988 3.0043
C31 0.3628 4.5325 2.0685
C32 0.0102 3.4320 4.9254
H21 3.4033 -0.0953 5.0031
H22 1.7414 -0.7514 5.0206
H23 2.0294 0.9749 5.4014
H24 3.6950 -1.1900 2.0309
H25 2.5181 -0.6223 0.8031
H26 1.9961 -1.7707 2.0730
H27 4.3165 1.7702 2.5642
H28 3.0579 2.8885 3.1615
H29 3.0469 2.3550 1.4467
H30 -0.0412 -2.4037 3.5055
H31 -0.8571 -2.3274 1.9098
H32 -1.7381 -2.9575 3.3421
H33 -0.8069 -0.2836 5.7299
H34 -2.4618 -0.9571 5.6593
H35 -2.2084 0.7981 5.4477
H36 -3.1834 -0.3294 1.4276
H37 -3.6960 0.7960 2.7273
H38 -4.0096 -0.9621 2.8906
H39 -2.7639 3.4025 1.9765
H40 -2.6485 4.6487 3.2581
H41 -2.9697 2.9443 3.6963
H42 0.0544 4.4488 1.0118
H43 1.4576 4.3724 2.1163
H44 0.1504 5.5635 2.4082
H45 -0.4738 2.6707 5.5660
H46 -0.2438 4.4317 5.3342
H47 1.1062 3.3025 5.0065

Force components x, y, z for each atom (eV/Å):
Au 0.26 0.00 0.87
S 0.04 -0.27 -0.43
C -0.09 0.00 -0.08
C 0.04 0.76 0.09
C 0.37 -0.28 0.00
C 0.13 0.26 0.00
C -0.08 -0.70 -0.01
N -0.57 0.67 0.09
H -0.24 0.05 0.00
H -0.16 -0.29 -0.02
H 0.14 -0.22 -0.02
H 0.40 -0.06 0.06
N 0.11 -0.68 0.17
C 0.70 -0.19 -0.04
C 0.13 0.24 -0.05
C -0.18 -0.28 -0.03
C -0.34 -0.27 -0.04
C 0.17 0.38 0.07
C -0.65 0.84 0.00
P -0.36 -0.06 0.04
C 0.17 0.16 -0.40
C 0.07 -0.20 0.08
C -0.09 0.19 -0.01
C 0.06 -0.14 0.10
C -0.02 0.04 -0.01
C -0.07 0.12 -0.32
C 0.09 -0.04 0.14
C 0.19 -0.03 0.06
C -0.03 -0.02 -0.04
C -0.03 -0.06 0.05
C 0.07 0.07 -0.10
C 0.02 -0.10 -0.02
H 0.11 -0.20 -0.26
H -0.03 -0.13 0.06
H 0.18 -0.19 0.03
H 0.13 0.01 0.01
H 0.08 0.28 0.02
H 0.00 0.03 0.02
H 0.08 -0.19 0.00
H 0.06 -0.20 0.34
H -0.07 0.08 0.22
H -0.14 0.28 0.01
H 0.01 0.01 -0.03
H 0.02 0.00 0.00
H 0.12 0.15 -0.12
H -0.12 0.15 -0.15
H -0.27 0.01 -0.02
H -0.11 -0.14 0.13
C 0.04 -0.10 0.43
Si -0.04 0.22 0.12
C 0.19 -0.50 -0.29
C 0.27 0.36 -0.09
Si 0.09 -0.28 -0.15
Te -0.39 0.26 -0.36
Si 0.02 -0.04 0.04
C 0.19 -0.38 -0.10
C -0.05 0.09 0.42
C -0.46 0.09 -0.23
Si -0.01 -0.06 -0.07
C -0.45 0.08 0.03
C 0.31 0.30 -0.21
C 0.11 0.09 0.42
H -0.43 0.09 -0.09
H 0.26 0.38 -0.10
H 0.13 -0.38 -0.26
H -0.48 0.11 -0.09
H 0.06 -0.12 0.39
H 0.29 0.39 -0.12
H -0.41 0.11 -0.03
H 0.09 -0.35 -0.31
H 0.08 -0.12 0.44
H -0.46 0.08 -0.26
H -0.06 0.07 0.58
H 0.31 0.30 -0.15
H -0.43 0.05 -0.21
H 0.28 0.31 -0.17
H 0.20 -0.45 -0.09
H -0.06 0.07 0.52
H 0.20 -0.51 -0.13
H 0.30 0.34 -0.16
H 0.13 0.09 0.43
H 0.08 -0.44 -0.10
H 0.24 0.30 -0.32
H 0.13 0.05 0.39
H -0.52 0.09 -0.04
H 0.10 -0.38 -0.12
H 0.22 0.33 -0.26
H 0.13 -0.47 -0.17
H -0.47 0.07 -0.02

Output
- net charge = +1
- lowest unoccupied orbital energy (alpha / beta) (eV) = -5.084 / -5.098
- maximum force (eV/A) = 1.06
- 2S+1 = 1
- HOMO level (alpha / beta) (Ha) = -0.359 / -0.357
- energy (eV) = -99544.8105

Here are the Mulliken charges for atoms 1 to 2, given in e: 0.607, -0.482

Molecular formula: C4H10N2O2
Method: DFT, ωB97M-V/def2-TZVPD

Element x y z (Å)
C1 -1.2374 -0.0163 -0.3346
C2 -0.7989 0.7667 0.7150
C3 0.0963 -0.2779 0.3194
C4 0.5099 -1.5334 1.1235
H1 -0.9311 -0.1526 -2.6361
H2 -0.0323 1.1867 -1.3324
H3 -2.0384 -0.8280 -0.1777
H4 -1.4374 0.3529 1.3269
H5 0.5409 2.1659 0.0820
H6 -1.3051 2.7198 -0.1539
H7 1.8092 -0.3780 -0.5835
H8 -0.4225 -2.2504 1.2631
H9 1.2162 -1.0641 1.8319
H10 1.1070 -2.1381 -1.0610
N1 -1.1243 0.7038 -1.6932
N2 -0.4209 2.0963 0.5032
O1 1.1494 0.3024 -0.1420
O2 1.4617 -1.9087 -0.0040

Force components x, y, z for each atom (eV/Å):
C -1.09 -3.83 -7.68
C 0.88 2.95 0.63
C -2.35 -2.31 2.64
C -1.10 1.32 -4.37
H -0.37 3.27 3.95
H -3.85 -1.85 -2.78
H 0.99 1.65 -0.53
H -2.99 0.13 5.70
H -1.78 0.12 0.62
H 4.02 -2.69 2.51
H -2.11 1.69 1.55
H 2.58 1.24 0.35
H -0.56 -1.49 0.56
H 0.44 0.78 5.12
N 3.64 -2.43 -0.32
N -2.52 4.29 -1.37
O 6.30 1.51 -3.83
O -0.14 -4.34 -2.75

Output
- lowest unoccupied orbital energy (eV) = 0.212
- maximum force (eV/A) = 8.65
- 2S+1 = 1
- HOMO level (Ha) = -0.296
- energy (eV) = -11376.6576

Here are the natural (NBO) charges for atoms 1 to 2, given in e: -0.078, -0.149

Molecular formula: C13H39NO11Pt2
Method: DFT, ωB97M-V/def2-TZVPD

Element x y z (Å)
Pt1 5.3505 0.8314 -1.0324
Pt2 2.4472 1.3510 -3.0386
O1 4.5261 2.2388 -2.9039
C1 5.6261 2.6827 -3.6863
C2 5.7854 2.0087 -5.1258
O2 6.3839 0.6876 -5.2886
H1 6.4729 2.6088 -3.0039
H2 5.4604 3.7450 -3.8657
H3 6.3344 2.7440 -5.7141
H4 4.7962 1.9151 -5.5737
O3 3.1055 0.5566 -0.9498
C3 2.0700 0.9765 -0.0723
C4 1.6533 2.4649 -0.2137
O4 1.6463 2.9959 -1.5241
H5 2.2273 0.8150 0.9941
H6 1.2457 0.3032 -0.3073
H7 2.2904 3.0551 0.4449
H8 0.6035 2.5694 0.0604
C5 -5.8866 -1.7778 0.5339
C6 -4.9749 -1.2719 1.6467
C7 -4.4876 -2.4386 2.6080
C8 -3.4197 -3.3329 2.0460
C9 -2.3109 -2.3796 1.7433
C10 -2.5562 -1.3410 0.6647
N1 -3.7548 -0.5793 1.0526
O5 -4.0964 0.5979 0.3554
C11 -1.3229 -0.3027 0.6789
C12 -2.4783 -2.0366 -0.6815
C13 -5.8144 -0.2764 2.4788
H9 -6.3861 -0.9774 -0.0120
H10 -6.6595 -2.4985 0.8009
H11 -5.2270 -2.3210 -0.1429
H12 -4.1500 -1.9536 3.5239
H13 -5.3187 -3.0447 2.9687
H14 -3.5872 -3.8823 1.1196
H15 -3.1793 -4.0388 2.8410
H16 -1.5805 -3.0982 1.3714
H17 -1.8312 -2.0216 2.6542
H18 -1.4187 0.1688 1.6569
H19 -0.4107 -0.8912 0.5809
H20 -1.3684 0.2951 -0.2315
H21 -1.4581 -2.3961 -0.8161
H22 -3.1910 -2.8321 -0.8991
H23 -2.5931 -1.3736 -1.5390
H24 -6.7354 -0.0534 1.9402
H25 -5.2126 0.5725 2.8035
H26 -6.1923 -0.8167 3.3467
H27 -3.7136 1.3141 0.8674
O6 3.5228 -2.2749 -0.5496
H28 4.0757 -2.4258 -1.3162
H29 3.0822 -1.4448 -0.7313
O7 4.3441 2.9136 2.9007
H30 3.7977 2.2271 2.5180
H31 5.0406 3.0517 2.2588
O8 5.0467 -0.2109 1.1769
H32 4.1226 -0.2796 0.9370
H33 5.2562 -1.0582 1.5699
O9 -1.5090 2.9408 -1.6937
H34 -0.5687 2.8966 -1.5203
H35 -1.6047 3.6626 -2.3152
O10 0.4423 0.2303 -3.0837
H36 0.5029 -0.7212 -2.9994
H37 -0.3471 0.3753 -3.6052
O11 3.0783 0.2461 3.8129
H38 2.6556 -0.4540 3.3155
H39 2.3530 0.7629 4.1638

Force components x, y, z for each atom (eV/Å):
Pt -1.82 0.71 -0.51
Pt 1.36 1.34 2.00
O -0.24 -1.81 1.13
C -1.21 -1.07 -0.66
C 1.00 -0.93 1.52
O -0.98 2.35 0.66
H 0.56 -0.16 -0.62
H 0.10 0.26 -0.40
H 0.26 -0.21 -0.47
H -0.27 -0.02 -0.07
O 0.18 0.11 -0.36
C -0.63 0.35 -0.90
C -0.17 -0.19 -1.04
O 0.56 -1.44 -0.89
H 0.71 -0.14 0.31
H -0.48 0.23 -0.10
H 0.15 0.25 0.02
H -0.07 -0.28 1.09
C 0.62 -0.86 -0.79
C 0.19 0.06 0.06
C -1.53 0.54 -0.71
C -0.41 1.08 0.57
C 2.13 -1.58 0.02
C 0.77 1.58 -0.01
N -0.72 -0.85 2.03
O 0.07 -0.85 -0.71
C -1.51 -1.93 -0.15
C -0.18 0.16 -1.37
C 0.15 -0.84 0.10
H 0.30 0.13 0.00
H -0.02 0.09 0.58
H -0.23 -0.03 -0.43
H 0.53 0.04 -0.04
H -0.61 0.23 -0.37
H -0.86 -0.08 0.15
H 0.45 -0.16 -0.22
H 0.84 0.50 -0.47
H -0.39 0.62 0.10
H 0.44 0.58 -0.35
H 0.10 -0.03 0.39
H -0.20 0.62 0.46
H -0.01 -0.44 0.19
H 0.06 -0.23 0.46
H -0.28 0.56 0.17
H 0.34 0.80 -0.09
H -0.37 0.11 -0.07
H 0.21 0.08 0.33
H 0.12 0.08 0.13
O -0.07 -0.70 0.41
H 0.19 0.00 -0.17
H -0.07 0.83 -0.29
O -0.06 0.34 0.17
H -0.05 -0.40 0.03
H 0.18 0.04 -0.17
O 0.45 0.73 -0.37
H -0.46 -0.10 -0.16
H 0.30 -0.35 -0.08
O -0.54 -0.30 0.04
H 0.77 0.08 -0.12
H 0.00 0.20 -0.09
O 0.48 0.11 0.21
H 0.23 -0.34 0.14
H -0.24 0.52 -0.19
O 0.22 0.04 -0.19
H -0.16 -0.27 -0.06
H -0.18 0.20 0.21

Output
- lowest unoccupied orbital energy (alpha / beta) (eV) = -0.926 / -1.444
- maximum force (eV/A) = 2.76
- <S²> = 6.04
- 2S+1 = 5
- HOMO level (alpha / beta) (Ha) = -0.300 / -0.300
- energy (eV) = -44607.0866

Here are the natural (NBO) charges for atoms 1 to 2, given in e: 0.720, 1.096